{"formula": "C5H14", "method": "ωB97M-V with the def2-TZVPD basis set", "de_lowest_ev": 1.231, "e_lumo_ev": 1.1477, "smiles": "CCC.CC", "orbital_gap_ev": 12.002, "total_energy_ha": -198.84392, "symbols": ["C", "C", "C", "H", "H", "H", "H", "H", "H", "H", "H", "C", "C", "H", "H", "H", "H", "H", "H"], "positions_angstrom": [[0.11265, 1.52366, 1.70918], [-0.12650, 2.21378, 0.31144], [0.36711, 1.45316, -0.88209], [1.06041, 1.01331, 1.78445], [-0.69376, 0.87518, 1.97919], [0.19756, 2.29813, 2.41953], [-1.23257, 2.15649, 0.21848], [0.16832, 3.27768, 0.26072], [0.40446, 0.43474, -0.46219], [-0.33902, 1.48786, -1.76898], [1.35513, 1.94924, -1.29907], [0.52855, -2.22370, -0.31700], [-0.88895, -2.41771, -0.67739], [0.99766, -1.33026, -0.66834], [0.61826, -2.30652, 0.76038], [1.17229, -2.93870, -0.77934], [-1.39628, -1.48165, -0.67566], [-0.93562, -2.81652, -1.84909], [-1.36971, -3.16815, -0.06420]], "mulliken_charge": [-1.19, -0.24, -0.52, 0.33, 0.33, 0.38, 0.16, 0.36, -0.26, 0.25, 0.29, -0.83, -0.71, 0.29, 0.25, 0.36, 0.24, 0.21, 0.30]}